#P
This record from OMol25 describes a 2-piece molecular cluster, C3H10S2 overall. The level of theory is the ωB97M-V functional and the def2-TZVPD basis.

Structure (ORCA input):
```
! RIJCOSX wB97M-V def2-TZVPD def2/J DEFGRID3
* xyz 0 1
S -4.58 -0.97 0.43
S -4.50 1.06 -0.19
H -5.80 -1.15 -0.10
H -3.46 1.30 0.62
C 0.90 0.06 -1.08
C 1.32 -0.35 0.33
C 2.76 0.11 0.65
H 1.75 0.16 -1.75
H 0.09 -0.59 -1.43
H 0.50 1.07 -1.13
H 0.67 0.11 1.08
H 1.18 -1.42 0.48
H 3.09 -0.30 1.60
H 2.77 1.19 0.69
H 3.33 -0.28 -0.19
*
```

Computed properties:
LUMO level: 0.17 eV
E_HOMO: -8.64 eV
Gap between HOMO and LUMO: 8.81 eV

#Q
This record from OMol25 describes a 2-piece molecular cluster, C3H10S2 overall. The level of theory is the ωB97M-V functional and the def2-TZVPD basis.

Structure (ORCA input):
```
! RIJCOSX wB97M-V def2-TZVPD def2/J DEFGRID3
* xyz 0 1
C -0.03 -0.99 -2.68
C -0.24 -2.21 -1.76
H 0.55 -0.25 -2.14
H -0.96 -0.55 -3.04
H 0.49 -1.33 -3.58
H -0.75 -1.90 -0.86
H -0.78 -3.02 -2.24
H 0.74 -2.62 -1.51
C -0.74 1.79 -0.16
S -0.41 1.22 1.51
S 0.96 -0.30 1.17
H 0.17 2.00 -0.72
H -1.33 2.70 -0.05
H -1.31 1.09 -0.76
H 0.16 -1.25 1.57
*
```

Computed properties:
LUMO level: 0.59 eV
E_HOMO: -8.86 eV
Gap between HOMO and LUMO: 9.45 eV

The least stable of them is #P.

#P
This record from OMol25 describes a 2-piece molecular cluster, C4H13N2S overall. The level of theory is the ωB97M-V functional and the def2-TZVPD basis.

Structure (ORCA input):
```
! RIJCOSX wB97M-V def2-TZVPD def2/J DEFGRID3
* xyz 1 1
C -1.23 -0.14 1.85
C 1.44 1.54 1.46
C -0.05 -0.57 0.93
C 0.86 0.54 0.41
N -0.86 -0.49 -2.44
N 1.01 0.61 -0.87
S -0.79 -2.24 -2.22
H -1.11 0.38 2.88
H -1.77 -1.12 1.89
H -1.82 0.51 1.14
H 1.73 1.01 2.42
H 0.86 2.37 1.68
H 2.33 2.08 1.16
H 0.43 -1.22 1.53
H -0.42 -1.06 0.05
H -1.86 -0.31 -2.39
H 1.57 1.27 -1.31
H -0.39 -0.31 -3.33
H 0.41 -0.13 -1.58
H -0.35 -2.71 -3.26
*
```

Computed properties:
LUMO level: -3.49 eV
E_HOMO: -13.19 eV
Gap between HOMO and LUMO: 9.70 eV

#Q
This record from OMol25 describes a 2-piece molecular cluster, C4H13N2S overall. The level of theory is the ωB97M-V functional and the def2-TZVPD basis.

Structure (ORCA input):
```
! RIJCOSX wB97M-V def2-TZVPD def2/J DEFGRID3
* xyz 1 1
C -2.46 0.76 0.39
N 0.45 0.03 1.10
C 1.89 -0.17 0.96
C 2.29 0.33 -0.45
S 3.98 -0.38 -0.92
C -2.56 -0.30 -0.64
N -1.35 -1.14 -0.53
H -3.15 1.63 0.33
H -2.55 0.29 1.36
H 0.21 0.25 2.01
H 2.19 -1.16 1.10
H 2.53 0.57 1.65
H 1.53 0.03 -1.24
H 2.43 1.44 -0.46
H 4.06 0.35 -2.08
H -2.74 0.11 -1.63
H -3.46 -0.87 -0.38
H -1.39 -2.00 -0.97
H -0.55 -0.90 0.01
H -1.36 1.12 0.40
*
```

Computed properties:
LUMO level: -8.91 eV
E_HOMO: -12.80 eV
Gap between HOMO and LUMO: 3.88 eV

The least stable of them is #Q.